[1]
59
Properties=species:S:1:pos:R:3 method="wB97M-V/def2-TZVPD" e_above_lowest_kcal_mol=124.1 total_charge=+1
O 1.002 1.342 -0.282
C -2.202 -2.333 0.639
H -1.515 -3.315 -1.123
O -1.004 2.964 0.433
H 2.871 -0.338 -0.412
O 2.336 -4.044 1.201
H -0.550 -3.673 0.211
C 0.457 -1.851 -2.044
O -0.022 0.725 -4.387
C 2.116 -1.977 -1.460
N 2.154 -1.041 -0.251
O -0.579 0.451 3.488
H -0.984 2.912 -1.758
H -3.374 0.053 0.590
H 2.229 -0.226 3.099
H 1.265 -0.543 -0.258
H 2.890 -3.506 1.874
H -0.426 -0.699 -0.483
H -2.041 2.726 3.519
H -0.774 1.254 -3.867
H 2.288 -1.479 0.659
H 2.211 -3.127 -1.111
H -2.363 3.348 -2.403
O -3.169 0.747 -0.065
H -3.178 -4.188 0.433
C -1.096 -2.826 -0.270
H 3.988 1.535 0.122
N -0.256 -1.730 -0.744
N -3.096 -3.265 0.962
H 2.178 -4.849 1.747
H 5.100 0.461 -0.018
H -1.393 3.483 1.200
H 2.369 4.975 -0.125
H -3.866 0.791 -0.642
O 4.218 0.649 0.477
H -3.393 -2.784 -3.155
O 1.560 -0.830 2.557
H -1.753 2.502 -0.087
H 3.836 3.267 1.119
H 2.875 -1.617 -2.112
H -0.934 -0.398 3.286
H 3.918 3.792 -0.327
H -2.552 -1.650 -2.360
H 0.721 4.424 0.065
H -0.088 1.053 -5.270
O 1.671 4.319 0.116
H 1.792 1.941 0.006
O -3.225 -2.342 -2.347
H -0.675 0.799 2.625
H 0.140 1.713 0.238
O -2.363 3.051 2.682
O 4.263 3.026 0.191
H -3.653 -3.106 1.813
O -1.633 2.810 -2.576
H 0.307 -2.706 -2.613
H 0.762 -0.715 3.061
H -2.913 2.278 2.371
H 0.622 -0.904 -2.603
O -2.205 -1.282 1.229

[2]
59
Properties=species:S:1:pos:R:3 method="wB97M-V/def2-TZVPD" e_above_lowest_kcal_mol=78.1
O 0.596 -0.265 3.615
O -2.227 -3.525 -1.974
H -3.789 1.682 0.943
H 2.711 -1.472 1.160
H 1.814 0.175 0.827
C -0.330 2.286 0.048
H -3.847 0.781 2.105
O 0.506 -3.209 1.777
H -1.281 -3.342 -1.976
H 3.887 -2.504 -0.468
H 0.227 -1.692 -2.894
H 3.658 0.235 -1.935
H 1.081 -0.817 -0.291
H -0.441 3.278 2.864
H 0.430 -3.878 2.456
H 1.284 -0.447 2.960
H 0.385 4.291 0.163
H 1.057 -2.607 2.335
H -0.414 0.608 1.412
O 3.260 -0.553 -2.373
H 2.975 -1.485 -1.047
H -2.187 -1.208 1.106
H 3.289 -1.668 2.578
H -1.420 1.926 -2.992
H 2.437 -0.253 -2.676
H -4.220 0.597 -1.605
H 0.894 -0.362 -4.044
H -0.847 -0.837 2.624
N -1.600 2.683 -0.452
O 2.514 -1.392 2.098
H -2.344 0.875 -2.465
O -1.400 -1.497 2.314
O 3.013 -2.195 -0.324
H -2.547 -3.489 -2.883
O -0.484 2.831 3.681
H 0.754 -2.523 -1.646
H 0.364 0.688 3.664
C -0.234 0.807 0.277
O -3.890 1.714 1.862
H -2.140 3.472 -0.179
H -0.849 -2.232 1.900
O 0.258 -2.568 -2.444
O 3.988 1.942 -1.413
H 1.598 3.274 0.725
O -2.604 -1.411 0.148
C 0.545 3.296 0.364
H -3.160 0.012 -0.609
C 1.105 0.258 0.043
H -1.046 0.180 -0.172
H -1.114 3.067 4.225
O -1.595 0.939 -3.067
H -0.057 0.419 -3.198
H -2.282 1.900 -0.616
O 0.696 -0.175 -3.164
H 4.402 1.841 -0.542
O -3.497 0.832 -1.036
H 3.084 2.188 -1.071
H 1.513 0.835 -0.728
H -2.478 -2.307 0.007

[3]
60
Properties=species:S:1:pos:R:3 method="wB97M-V/def2-TZVPD" e_above_lowest_kcal_mol=110.4
O 3.413 -0.799 -2.123
H 3.160 -3.044 2.551
H -2.367 0.818 3.393
O 1.346 -2.354 0.235
H -1.248 -1.269 -1.748
H 3.201 2.472 -2.277
H 3.148 -0.598 -1.231
H -3.486 0.263 4.407
H 2.084 1.213 -0.734
H -3.888 -1.867 1.561
H -2.866 2.522 -0.170
H 2.395 -0.113 2.729
H 0.421 1.853 4.720
H -2.315 -1.956 1.899
C -0.691 0.501 -1.063
H -4.081 -0.574 -0.715
C -0.845 1.556 0.013
O -3.281 0.524 3.534
O 2.260 -2.654 -3.458
H 1.592 -1.391 0.179
O 0.830 0.398 -4.406
O 2.388 2.015 -2.077
H 0.110 2.077 0.234
H -2.458 0.820 0.991
H 0.075 0.846 -3.981
H -1.505 2.913 -1.393
O 0.118 0.445 -1.998
H -2.242 -1.118 -3.143
H -3.419 -0.167 -2.936
H -0.489 -3.654 2.295
H 1.930 2.807 2.504
O -0.077 1.104 4.515
H 2.125 -1.780 -3.085
H 3.163 -2.608 0.980
O 1.581 0.352 2.582
O -4.240 0.064 -1.383
O -2.776 -0.436 -3.603
H -1.410 1.590 2.093
H -4.718 0.705 -0.783
O 2.165 0.405 -0.054
H 3.135 -2.940 -3.354
C -1.769 2.739 -0.358
H 1.363 0.437 1.677
N -1.526 -0.592 -1.044
H -2.008 -0.958 -0.277
H 3.068 -0.019 -2.662
H 0.231 -2.419 1.563
O 3.213 -2.282 1.877
H -0.905 0.019 1.642
H -1.397 3.531 0.308
H 0.899 3.836 2.930
H 0.968 -2.611 -0.645
H 2.108 1.792 -2.988
H 0.058 0.277 4.126
O -0.534 -2.698 2.138
C -1.445 0.881 1.322
H 0.488 -0.528 -4.423
H 3.119 0.421 0.156
O -2.971 -1.466 1.463
O 1.850 3.677 2.964

[4]
8
Properties=species:S:1:pos:R:3 method="wB97M-V/def2-TZVPD" e_above_lowest_kcal_mol=128.3
C -0.404 -1.176 2.921
C 0.346 0.123 0.940
H 0.877 0.250 -2.117
H -0.376 -0.955 -1.510
H 0.586 1.095 0.737
Br -1.298 1.341 -1.418
C 0.207 -0.718 1.914
C 0.063 0.039 -1.468